*i*
{
  "formula": "C4H7F",
  "method": "the ωB97M-V functional and the def2-TZVPD basis",
  "lumo_ev": 1.2,
  "molar_mass_g_mol": 74.10,
  "smiles": "C=C[C@@H](C)F",
  "multiplicity": 1,
  "symbols": ["C", "C", "C", "C", "H", "H", "H", "H", "H", "H", "H", "F"],
  "positions_angstrom": [[-1.275, 0.668, -0.422], [-0.185, 0.389, 0.663], [1.025, 0.082, -0.055], [1.326, -1.259, -0.110], [-1.122, 1.667, -0.935], [-1.281, -0.050, -1.186], [-2.319, 0.649, 0.132], [-0.104, 1.304, 1.217], [1.488, 0.844, -0.633], [2.112, -1.626, -0.749], [1.044, -1.979, 0.693], [-0.709, -0.688, 1.385]],
  "mulliken_charge": [-1.157, 0.341, -0.356, -0.677, 0.331, 0.376, 0.265, 0.305, 0.381, 0.278, 0.239, -0.326]
}

---

*ii*
{
  "formula": "C4H7F",
  "method": "the ωB97M-V functional and the def2-TZVPD basis",
  "lumo_ev": 1.0,
  "molar_mass_g_mol": 74.10,
  "smiles": "CC1(F)CC1",
  "multiplicity": 1,
  "symbols": ["C", "C", "C", "C", "H", "H", "H", "H", "H", "H", "H", "F"],
  "positions_angstrom": [[1.514, -0.500, 0.108], [0.103, -0.069, -0.003], [-1.054, -0.135, 0.781], [-1.002, -0.633, -0.575], [2.127, 0.244, 0.646], [1.830, -0.810, -1.153], [1.639, -1.421, 0.828], [-1.181, 1.045, 1.348], [-0.821, -0.822, 1.356], [-0.856, -1.692, -0.876], [-1.534, -0.291, -1.459], [0.159, 1.308, -0.284]],
  "mulliken_charge": [-1.152, 1.302, -0.884, -0.805, 0.347, 0.227, 0.263, 0.277, 0.325, 0.200, 0.253, -0.353]
}

---

Most stable: *i*. Least stable: *ii*.

---

*i*
{
  "formula": "C4H2F2O",
  "method": "the ωB97M-V functional and the def2-TZVPD basis",
  "lumo_ev": [0.2, 0.2],
  "molar_mass_g_mol": 104.05,
  "smiles": "OC(F)=C=C=CF",
  "multiplicity": 1,
  "symbols": ["C", "C", "C", "C", "O", "F", "F", "H", "H"],
  "positions_angstrom": [[0.055, -0.741, 0.075], [-1.279, -0.499, 0.152], [-2.682, -0.315, -0.057], [1.510, -0.940, 0.055], [2.432, 0.037, 0.020], [-3.557, -1.349, 0.021], [1.974, -2.184, -0.091], [-2.957, 0.724, -0.203], [3.403, -0.117, -0.215]],
  "mulliken_charge": [0.371, 0.176, -0.345, 0.000, -0.472, -0.216, -0.197, 0.305, 0.379]
}

---

*ii*
{
  "formula": "C4H2F2O",
  "method": "the ωB97M-V functional and the def2-TZVPD basis",
  "lumo_ev": [-1.3, -2.0],
  "molar_mass_g_mol": 104.05,
  "multiplicity": 1,
  "symbols": ["C", "C", "C", "C", "O", "F", "F", "H", "H"],
  "positions_angstrom": [[0.247, -0.553, 0.177], [0.925, 0.544, -0.401], [-1.049, -0.761, 0.588], [0.429, 1.672, -0.942], [-2.034, -0.103, 0.633], [-1.037, -2.112, 1.139], [-0.123, 2.739, -0.483], [0.818, -1.523, 0.138], [1.824, 0.097, -0.850]],
  "mulliken_charge": [-0.299, -0.038, 0.618, 0.011, -0.465, -0.281, -0.108, 0.261, 0.300]
}

---

*iii*
{
  "formula": "C4H2F2O",
  "method": "the ωB97M-V functional and the def2-TZVPD basis",
  "lumo_ev": -1.0,
  "molar_mass_g_mol": 104.05,
  "multiplicity": 1,
  "symbols": ["C", "C", "C", "C", "O", "F", "F", "H", "H"],
  "positions_angstrom": [[-0.830, 2.031, -0.709], [-0.539, 0.820, -0.516], [-0.478, -0.645, -0.601], [0.281, -0.078, 0.495], [1.616, -0.080, 0.402], [-1.857, -1.451, -0.363], [-0.174, -0.021, 1.752], [-0.045, -1.162, -1.439], [2.025, 0.585, 0.978]],
  "mulliken_charge": [-0.160, -0.022, 0.002, 0.567, -0.475, -0.328, -0.218, 0.264, 0.370]
}

---

Most stable: *ii*. Least stable: *iii*.

---

*i*
{
  "formula": "C11H22MgN6O5",
  "method": "the ωB97M-V functional and the def2-TZVPD basis",
  "lumo_ev": [-0.2, -0.2],
  "molar_mass_g_mol": 342.64,
  "multiplicity": 1,
  "symbols": ["O", "H", "Mg", "N", "N", "O", "O", "C", "C", "C", "C", "H", "H", "H", "H", "H", "H", "H", "H", "O", "H", "H", "C", "H", "H", "H", "O", "H", "H", "N", "C", "C", "N", "C", "C", "N", "C", "C", "N", "H", "H", "H", "H", "H", "H"],
  "positions_angstrom": [[-3.547, -0.749, 1.796], [-4.120, -1.193, 1.120], [-1.347, -0.423, 0.456], [0.136, 1.794, -0.289], [-2.159, 1.825, 0.826], [1.369, 1.909, -0.902], [-3.302, 1.889, 1.420], [-0.377, 3.009, -0.147], [-1.638, 3.042, 0.525], [0.371, 4.149, -0.699], [-2.435, 4.210, 0.948], [0.395, 4.063, -1.792], [1.395, 4.085, -0.333], [-0.072, 5.098, -0.403], [-2.632, 4.159, 2.025], [-3.413, 4.277, 0.452], [-1.874, 5.111, 0.728], [1.650, 0.968, -0.998], [-3.631, 0.163, 1.394], [0.095, -0.090, 2.015], [0.872, -0.150, 1.405], [0.217, 0.789, 2.399], [-1.216, -0.392, -1.515], [-0.479, -1.001, -2.009], [-1.463, 0.636, -1.843], [-2.128, -1.033, -1.419], [1.900, -0.167, -3.417], [1.876, 0.649, -3.944], [1.867, -0.896, -4.061], [0.718, -4.248, 0.975], [-0.470, -4.535, 1.628], [-1.176, -3.358, 1.652], [-0.483, -2.393, 0.941], [0.715, -2.921, 0.630], [1.869, -2.243, 0.052], [2.013, -0.931, -0.192], [3.248, -0.766, -0.774], [3.925, -1.966, -0.785], [3.036, -2.897, -0.280], [1.422, -4.939, 0.724], [-0.752, -5.517, 1.942], [-2.090, -3.111, 2.163], [3.604, 0.197, -1.107], [4.912, -2.207, -1.136], [3.200, -3.895, -0.173]],
  "mulliken_charge": [-0.630, 0.318, 1.333, 0.175, 0.525, -0.601, -0.916, 0.215, 0.077, -1.450, -1.240, 0.277, 0.315, 0.391, 0.292, 0.244, 0.377, 0.354, 0.379, -0.622, 0.310, 0.380, -1.460, 0.347, 0.293, 0.391, -0.481, 0.266, 0.249, -0.109, -0.674, -0.424, 0.194, 0.089, 0.004, -0.169, -0.325, -0.659, -0.148, 0.205, 0.419, 0.465, 0.415, 0.435, 0.177]
}

---

*ii*
{
  "formula": "C11H22MgN6O5",
  "method": "the ωB97M-V functional and the def2-TZVPD basis",
  "lumo_ev": [0.3, 0.3],
  "molar_mass_g_mol": 342.64,
  "multiplicity": 1,
  "symbols": ["O", "H", "Mg", "N", "N", "O", "O", "C", "C", "C", "C", "H", "H", "H", "H", "H", "H", "H", "H", "O", "H", "H", "C", "H", "H", "H", "O", "H", "H", "N", "C", "C", "N", "C", "C", "N", "C", "C", "N", "H", "H", "H", "H", "H", "H"],
  "positions_angstrom": [[2.673, 1.123, -1.632], [3.231, 1.771, -2.119], [0.333, -0.161, -0.096], [-1.667, -0.401, -0.918], [0.491, -0.747, -2.125], [-2.855, -0.644, -0.157], [1.671, -0.921, -2.864], [-1.837, -0.823, -2.172], [-0.598, -0.997, -2.866], [-3.120, -1.398, -2.647], [-0.450, -1.602, -4.205], [-3.969, -0.824, -2.269], [-3.193, -2.434, -2.292], [-3.127, -1.394, -3.745], [0.575, -1.973, -4.318], [-0.647, -0.860, -4.992], [-1.177, -2.420, -4.293], [-2.576, -0.386, 0.760], [2.289, -0.223, -2.468], [0.423, -2.098, 0.595], [-0.443, -2.508, 0.750], [0.998, -2.733, 0.134], [1.436, 1.860, -1.213], [1.435, 1.860, -0.124], [0.587, 1.338, -1.683], [1.425, 2.922, -1.497], [-1.866, 3.116, 0.360], [-1.934, 2.456, -0.374], [-1.469, 2.558, 1.070], [2.455, 0.726, 3.327], [3.657, 0.676, 2.627], [3.303, 0.459, 1.312], [1.923, 0.313, 1.231], [1.424, 0.572, 2.459], [0.026, 0.507, 2.829], [-1.038, 0.256, 2.026], [-2.119, 0.062, 2.875], [-1.708, 0.149, 4.184], [-0.355, 0.418, 4.134], [2.367, 0.856, 4.332], [4.608, 0.760, 3.092], [3.917, 0.434, 0.435], [-3.124, -0.104, 2.524], [-2.258, -0.019, 5.089], [0.284, 0.476, 4.923]],
  "mulliken_charge": [-0.507, 0.281, 0.213, 0.652, 0.349, -0.577, -0.701, 0.108, 0.329, -1.684, -1.397, 0.410, 0.286, 0.418, 0.427, 0.240, 0.375, 0.316, 0.389, -0.512, 0.291, 0.264, -0.461, 0.234, 0.223, 0.568, -0.694, 0.332, 0.350, -0.119, -0.760, -0.556, 0.007, 0.167, 0.074, -0.003, -0.486, -0.769, -0.134, 0.176, 0.432, 0.447, 0.400, 0.408, 0.192]
}

---

Most stable: *i*. Least stable: *ii*.